Entry 1:
Density functional theory data (wB97M-V/def2-TZVPD) for a structure of composition C34H32CrN6OS2.

Calculated values
E_HOMO (alpha / beta) ... -10.57 / -10.35 eV
2S+1 ... 2
Total charge ... +1

Geometry as XYZ:
```
76
C34H32CrN6OS2 | the OMol25 dataset | wB97M-V/def2-TZVPD
Cr 0.01041 -0.71020 1.01812
C 2.12070 -1.99852 2.51953
N 0.85982 -1.29047 2.85738
C -0.10434 -2.16715 3.56530
C -1.53915 -1.99459 3.12125
C -2.57148 -2.62168 3.80325
C -3.85858 -2.51948 3.30880
C -4.08530 -1.79275 2.14840
C -3.00670 -1.18873 1.53461
N -1.76581 -1.28173 2.01789
C 1.10826 -0.04557 3.62073
C 0.05440 0.99606 3.35807
C -0.29710 1.93018 4.31594
C -1.19929 2.92661 3.97926
C -1.72743 2.95289 2.70119
C -1.33894 1.97546 1.80168
N -0.46303 1.02040 2.12246
C 2.14631 -2.58871 1.12111
C 3.17075 -3.29245 0.65809
C 3.17652 -3.80753 -0.70953
C 2.23940 -3.43968 -1.57108
C 1.17200 -2.43852 -1.22446
N 1.05425 -2.23547 0.25879
H 2.33903 -2.76992 3.26233
H 2.92700 -1.26743 2.57092
H -0.03715 -1.99145 4.64354
H 0.17504 -3.20535 3.38730
H -2.36069 -3.18925 4.69999
H -4.67867 -3.00723 3.81870
H -5.07310 -1.69774 1.72180
H -3.11862 -0.61089 0.62552
H 2.05612 0.37365 3.28020
H 1.18717 -0.24495 4.69306
H 0.13967 1.87611 5.30388
H -1.48718 3.67077 4.70986
H -2.43392 3.71126 2.39641
H -1.71899 1.95127 0.78975
H 4.01165 -3.49576 1.30931
H 3.95061 -4.50479 -0.99883
H 2.22403 -3.83526 -2.57875
H 1.46836 -1.46574 -1.62910
C -0.88274 0.34243 -3.28520
C -0.85491 -0.43435 -2.00240
N -0.50615 0.07928 -0.88285
N -0.15885 1.45365 -0.97666
C 0.96595 1.71457 -0.41361
S 1.97117 0.56227 0.42930
S 1.62218 3.33546 -0.41611
C 0.52828 4.23914 -1.55698
C 1.27968 4.82003 -2.72177
C 1.75630 3.99019 -3.73348
C 2.45433 4.51710 -4.80604
C 2.68916 5.88548 -4.87795
C 2.22170 6.71778 -3.87442
C 1.52014 6.18480 -2.79972
C -1.17006 -1.88450 -2.04397
C -2.43639 -2.28379 -2.46208
C -2.74921 -3.62794 -2.56947
C -1.78123 -4.58065 -2.28662
C -0.51731 -4.18439 -1.88235
C -0.19393 -2.83785 -1.75282
O -0.15053 -2.56815 0.79221
H -1.53866 1.20954 -3.19960
H -1.20970 -0.29044 -4.10594
H 0.11420 0.72911 -3.50322
H 0.03591 5.02377 -0.98391
H -0.22913 3.52783 -1.88213
H 1.58368 2.92109 -3.67086
H 2.81814 3.86312 -5.58776
H 3.23667 6.29837 -5.71476
H 2.40166 7.78349 -3.92477
H 1.15459 6.83915 -2.01672
H -3.17987 -1.53317 -2.70437
H -3.73857 -3.93017 -2.88611
H -2.00979 -5.63358 -2.38282
H 0.22720 -4.93429 -1.64667
```

Results of the Löwdin charge analysis, in e, for atoms 1 through 2: 0.519 -0.099

***

Entry 2:
Density functional theory data (wB97M-V/def2-TZVPD) for a structure of composition C34H32FN4O3PtS2.

Calculated values
E_HOMO (alpha / beta) ... -2.05 / -2.05 eV
Total charge ... -1

Geometry as XYZ:
```
77
C34H32FN4O3PtS2 | the OMol25 dataset | wB97M-V/def2-TZVPD
Pt 0.12699 -1.37591 -0.81435
C 4.66431 1.38300 4.61383
C 4.30747 1.07920 3.18063
C 2.98858 0.80388 2.82299
C 2.64764 0.51004 1.51482
C 3.64103 0.48949 0.54018
C 4.96143 0.74413 0.87389
C 5.28429 1.04743 2.19222
S 3.18217 0.08828 -1.12367
O 4.41898 -0.09073 -1.84963
O 2.29782 1.12568 -1.57365
N 2.33732 -1.25340 -0.92091
C 2.98793 -2.47815 -0.71276
C 4.35261 -2.72805 -0.69463
C 4.87341 -4.02975 -0.54865
C 4.06950 -5.11708 -0.39596
C 2.67344 -4.91508 -0.32841
C 1.77062 -5.97813 -0.10052
C 0.44531 -5.72423 0.03757
C -0.00238 -4.38879 -0.05352
N 0.79947 -3.38915 -0.30405
C 2.13761 -3.61464 -0.45804
H 3.84784 1.89802 5.12169
H 5.55361 2.01151 4.67372
H 4.87000 0.46502 5.17081
H 2.21527 0.82079 3.58460
H 1.62172 0.28505 1.23996
H 5.71718 0.71277 0.09981
H 6.31609 1.25353 2.45738
H 5.04110 -1.91581 -0.84383
H 5.94966 -4.15893 -0.57222
H 4.47224 -6.11903 -0.30697
H 2.15879 -6.98773 -0.01532
H -0.27154 -6.51162 0.23074
H -1.04524 -4.14244 0.09689
C -1.44869 5.37785 0.78586
C -0.96983 5.13532 -0.64160
N -0.40122 3.81390 -0.87056
C 1.04518 3.67887 -0.95296
C 1.73695 3.93810 0.37768
C -1.22364 2.75913 -1.00638
S -0.59374 1.05050 -1.35306
N -2.51874 2.86936 -0.89931
C -3.08446 1.66228 -1.10452
O -2.24328 0.63206 -1.28118
C -4.47182 1.39386 -1.17303
C -5.41790 2.42626 -0.97831
C -6.76930 2.15450 -1.04094
C -7.23309 0.86109 -1.29351
C -6.30546 -0.16174 -1.49092
C -4.94786 0.08803 -1.43535
H -1.81456 6.40290 0.89112
H -0.63874 5.22640 1.50136
H -2.26166 4.69418 1.02810
H -0.19038 5.85357 -0.90426
H -1.80433 5.27182 -1.33137
H 1.41528 4.38497 -1.70169
H 1.28893 2.67961 -1.31552
H 1.61157 4.97454 0.70248
H 2.80695 3.73479 0.28943
H 1.33331 3.28348 1.14979
H -5.06088 3.42855 -0.77925
H -7.47965 2.95935 -0.88733
H -8.29558 0.65682 -1.33642
H -6.64750 -1.17218 -1.68621
H -4.23332 -0.71298 -1.58674
F -5.54623 -3.74874 -0.38554
C -4.32454 -3.15018 -0.49642
C -3.64155 -3.23395 -1.69116
C -2.38950 -2.62588 -1.78794
C -1.80144 -1.93213 -0.71908
C -2.56633 -1.85125 0.45134
C -3.81353 -2.46134 0.58150
H -4.08248 -3.76638 -2.52533
H -1.85668 -2.69815 -2.72841
H -2.18210 -1.28753 1.29481
H -4.39047 -2.38881 1.49616
```

Results of the Löwdin charge analysis, in e, for atoms 1 through 2: 0.745 -0.061

***

Entry 3:
Density functional theory data (wB97M-V/def2-TZVPD) for a structure of composition C34H32GeN4ReS.

Calculated values
E_HOMO (alpha / beta) ... -16.69 / -16.80 eV
2S+1 ... 3
Total charge ... +3

Geometry as XYZ:
```
73
C34H32GeN4ReS | the OMol25 dataset | wB97M-V/def2-TZVPD
Re 0.55521 -0.62100 -0.22250
C 3.95180 2.58955 -3.14351
C 4.74313 2.31876 -2.03048
C 4.28779 1.47204 -1.03594
C 3.03033 0.90316 -1.17015
C 2.23792 1.15963 -2.27687
C 2.69527 2.00651 -3.27161
N 2.50269 0.03705 -0.14645
N 3.22516 -0.27718 0.82673
C 2.60058 -1.17805 1.68426
C 3.28211 -1.66451 2.78448
C 2.67735 -2.65280 3.55943
C 1.42046 -3.13656 3.22241
C 0.72091 -2.62410 2.12234
C 1.31130 -1.62568 1.36688
H 4.31899 3.24973 -3.91920
H 5.72434 2.76797 -1.93997
H 4.89694 1.24559 -0.16992
H 1.25741 0.69680 -2.39359
H 2.08457 2.21075 -4.14191
H 4.27104 -1.28343 3.01392
H 3.20089 -3.06393 4.41381
H 0.97452 -3.92819 3.81376
H -0.26174 -3.01319 1.87828
C 1.07954 1.49420 5.18979
C 0.34729 0.34672 4.87768
C -0.19891 0.20306 3.61769
C -0.04073 1.23192 2.66857
C 0.70491 2.38639 2.98716
C 1.24667 2.51273 4.25527
Ge -1.00333 1.15029 1.05050
C -0.64965 2.46268 -0.26084
C 0.62112 3.06554 -0.35252
C 0.79850 4.17303 -1.16200
C -0.27810 4.67633 -1.88977
C -1.53602 4.07939 -1.81451
C -1.72637 2.96214 -1.02168
C -2.68857 0.30479 1.01368
C -3.41826 0.14698 2.20298
C -4.73818 -0.27660 2.14614
C -5.32519 -0.56630 0.91845
C -4.60396 -0.43089 -0.26461
C -3.28917 0.00446 -0.22181
H 1.52381 1.59402 6.17269
H 0.20157 -0.42543 5.62328
H -0.75577 -0.69336 3.37406
H 0.81063 3.19743 2.28589
H 1.78856 3.41127 4.52094
H 1.46274 2.68038 0.20784
H 1.76770 4.65297 -1.21961
H -0.13678 5.54293 -2.52445
H -2.36929 4.49607 -2.36586
H -2.70787 2.51061 -0.96011
H -2.97463 0.38009 3.16237
H -5.31466 -0.36777 3.05820
H -6.35603 -0.89670 0.88247
H -5.07807 -0.64357 -1.21495
H -2.73680 0.12512 -1.14977
C -1.56993 -4.51991 -1.40772
N -1.36516 -3.61365 -2.54302
C -2.21519 -3.72176 -3.75883
C -1.57773 -2.70488 -4.72636
N -0.48163 -2.14509 -3.90053
C -0.40610 -2.73959 -2.72115
S 0.94731 -2.46251 -1.61143
H -2.60604 -4.45890 -1.07971
H -0.90580 -4.24986 -0.59461
H -1.35895 -5.54412 -1.71351
H -3.24568 -3.48144 -3.51012
H -2.18183 -4.74402 -4.12919
H -2.26797 -1.92201 -5.02003
H -1.17869 -3.16889 -5.62169
H 0.27774 -1.60322 -4.27942
```

Results of the Löwdin charge analysis, in e, for atoms 1 through 2: 1.088 -0.024

***

Entry 4:
Density functional theory data (wB97M-V/def2-TZVPD) for a structure of composition C34H32N6O7S4Ti.

Calculated values
E_HOMO (alpha / beta) ... -6.01 / -7.62 eV
2S+1 ... 3

Geometry as XYZ:
```
84
C34H32N6O7S4Ti | the OMol25 dataset | wB97M-V/def2-TZVPD
Ti 0.44217 0.77251 0.42602
O 4.96084 1.46269 0.43792
C 5.25617 0.85989 1.62367
C 6.59112 0.86678 2.05103
C 6.93276 0.16003 3.19020
C 5.99837 -0.58847 3.89048
C 4.65534 -0.50470 3.48898
C 4.27815 0.23545 2.37337
C 2.84784 0.32109 2.01884
O 2.50168 0.74947 0.81847
N 1.96537 0.08311 2.95199
N 0.73773 0.32043 2.47826
C -0.26426 0.48005 3.32580
C -1.45100 0.71772 2.65944
C -2.73550 0.91886 3.25191
C -3.85327 0.77641 2.50328
C -3.75475 0.77931 1.11273
C -2.47506 0.83650 0.54777
N -1.33742 0.62447 1.27168
H 4.00491 1.31561 0.25130
H 7.37406 1.44780 1.54218
H 7.99864 0.06461 3.54358
H 6.33512 -1.24890 4.70384
H 3.93366 -1.05957 4.07580
H -0.14967 0.36829 4.43786
H -2.82126 1.23449 4.28342
H -4.80566 0.67590 3.01786
H -4.60099 0.71692 0.43794
H -2.30481 0.88834 -0.47593
O 0.38613 1.51916 -1.25101
C 0.54898 2.97505 -1.28417
C -0.79840 3.64474 -1.35743
C -1.58846 3.78588 -2.53917
C -2.87200 4.18633 -2.20700
C -3.00193 4.44009 -0.88668
S -1.61044 4.10682 0.02812
C 1.21095 3.31194 -2.54957
C 1.68505 4.57142 -2.85468
C 2.44626 4.70306 -4.05276
C 2.57090 3.47435 -4.62283
S 1.69558 2.27146 -3.77870
C 1.34932 3.43011 -0.11819
C 2.63193 3.99704 -0.11738
C 3.12979 4.27559 1.23012
C 2.15953 4.03800 2.13632
S 0.63490 3.36594 1.47153
H -1.13777 3.69175 -3.50959
H -3.59838 4.18661 -2.99612
H -3.84628 4.93064 -0.36432
H 1.33185 5.40878 -2.19183
H 2.74068 5.73546 -4.38037
H 3.18451 3.28039 -5.50790
H 3.18012 4.21001 -1.02084
H 4.21350 4.47936 1.47137
H 2.22164 4.22504 3.20267
C -6.39733 -6.44371 -0.94137
C -5.33942 -5.44741 -0.50708
S -3.72566 -5.56150 -1.41618
O -2.99471 -6.65595 -0.79555
O -4.16794 -5.56350 -2.82554
C -2.85808 -3.96927 -1.09287
C -1.42081 -4.06919 -1.60634
N -0.42669 -3.14047 -1.10681
C -0.41455 -1.77357 -1.21818
N 0.40242 -1.23635 -0.33220
C 1.05629 -2.24853 0.32469
C 0.56067 -3.43640 -0.14019
N 0.92573 -4.73831 0.27798
O 0.29518 -5.75314 -0.10539
O 1.93268 -4.76777 0.98778
C -1.08150 -1.02807 -2.30348
H -7.14024 -6.45598 -0.12566
H -6.00443 -7.47740 -1.03016
H -6.89879 -6.24820 -1.85999
H -5.10306 -5.41930 0.57774
H -5.66787 -4.40477 -0.83590
H -2.89119 -3.69749 -0.03540
H -3.39554 -3.19491 -1.66587
H -1.40140 -4.12692 -2.68035
H -1.08335 -5.02784 -1.20456
H 1.74390 -2.11564 1.17214
H -0.94333 0.02355 -2.08134
H -2.17267 -1.30566 -2.38289
H -0.51654 -1.23641 -3.23627
```

Results of the Löwdin charge analysis, in e, for atoms 1 through 2: 0.906 0.046

***

Entry 5:
Density functional theory data (wB97M-V/def2-TZVPD) for a cluster of 2 separate species, C34H32O6 in total.

Calculated values
E_HOMO ... -5.67 eV

Geometry as XYZ:
```
72
C34H32O6 | the OMol25 dataset | wB97M-V/def2-TZVPD
C -1.35779 3.37910 4.17905
C -1.79487 3.02867 2.77687
O -1.65517 1.58294 2.67020
C -1.75216 1.12721 1.40058
C -1.64109 -0.34665 1.21120
C -0.87177 -1.20114 2.13010
O -0.72458 -2.43121 2.00485
O -0.28228 -0.58298 3.16820
C 0.38899 -1.49325 4.08712
C 0.48633 -0.72597 5.38174
C -2.32149 -0.93559 0.11551
C -2.14279 -2.29921 -0.28442
C -2.93041 -2.89421 -1.24300
C -3.98028 -2.17038 -1.87758
O -4.82346 -2.86591 -2.68663
C -6.00419 -2.23181 -3.23526
C -4.09656 -0.78497 -1.60787
C -3.30101 -0.20934 -0.63056
O -1.92922 1.92386 0.47628
H -1.34369 4.46127 4.34419
H -2.02583 2.95029 4.93709
H -0.34491 3.00310 4.37180
H -2.84951 3.28526 2.58771
H -1.15878 3.50521 2.01909
H -0.19941 -2.41267 4.20988
H 1.37375 -1.75237 3.66268
H 0.75214 -1.36565 6.22941
H 1.23942 0.07013 5.31539
H -0.47942 -0.25776 5.60768
H -1.39990 -2.88674 0.23603
H -2.77007 -3.94276 -1.48317
H -6.48794 -3.01783 -3.81383
H -6.68682 -1.88869 -2.44671
H -5.74644 -1.39588 -3.89665
H -4.83138 -0.17427 -2.13341
H -3.42495 0.84504 -0.43478
C 1.04698 4.03354 -5.65175
O 0.33742 2.84165 -5.23817
C 0.62326 2.25061 -4.04746
C -0.06085 1.03823 -3.75183
C 0.28727 0.30494 -2.63946
C 1.32128 0.73680 -1.77447
C 1.82614 -0.09628 -0.71200
C 2.49778 0.39529 0.47252
C 3.17368 -0.71029 1.09710
C 4.06753 -0.50500 2.14330
C 4.22643 0.80041 2.62706
C 3.52058 1.87580 2.06026
C 2.65423 1.68615 0.97945
C 2.87199 -1.91023 0.33262
C 2.01876 -1.53401 -0.76887
C 1.67191 -2.48660 -1.72887
C 2.13443 -3.79740 -1.56310
C 2.98852 -4.15016 -0.50216
C 3.38049 -3.19861 0.44916
C 1.93596 1.98573 -2.04574
C 1.58232 2.75948 -3.13708
H 0.62493 4.28489 -6.62526
H 0.88116 4.86661 -4.95728
H 2.12445 3.85312 -5.76273
H -0.84108 0.68835 -4.42670
H -0.23380 -0.62140 -2.40687
H 4.62619 -1.35503 2.53930
H 4.91326 0.97786 3.45414
H 3.65825 2.88046 2.45747
H 2.10988 2.51523 0.53031
H 1.06811 -2.20320 -2.58716
H 1.83682 -4.55889 -2.28193
H 3.36400 -5.17047 -0.41656
H 4.06813 -3.42692 1.26560
H 2.74541 2.33228 -1.40963
H 2.06572 3.72224 -3.32199
```

Results of the Löwdin charge analysis, in e, for atoms 1 through 2: -0.077 -0.213

***

Entry 6:
Density functional theory data (wB97M-V/def2-TZVPD) for a structure of composition C34H33AsN6OsPSTe.

Calculated values
E_HOMO (alpha / beta) ... -16.17 / -16.12 eV
2S+1 ... 5
Total charge ... +3

Geometry as XYZ:
```
78
C34H33AsN6OsPSTe | the OMol25 dataset | wB97M-V/def2-TZVPD
Os 0.01275 -0.55315 0.82271
C -0.81262 4.37491 3.41436
N -0.03877 3.32910 2.72524
C 1.26728 3.45045 2.33387
C 1.60738 2.28249 1.71984
N 0.51481 1.45571 1.73355
C -0.47659 2.10997 2.34893
P -2.07336 1.39875 2.87334
C -1.42082 -0.20089 3.47427
N -0.68817 -1.07192 2.77472
C -0.49404 -2.17946 3.56414
C -1.11810 -1.96788 4.75302
N -1.69116 -0.72411 4.68422
C -2.45231 -0.08710 5.77154
C -2.66797 0.73815 1.27742
N -2.01107 -0.12476 0.49288
C -2.87453 -0.53636 -0.49442
C -4.06369 0.08971 -0.29931
N -3.91878 0.88573 0.80881
C -4.97554 1.74066 1.37523
H -0.25591 5.30510 3.36520
H -0.96748 4.11124 4.45782
H -1.77214 4.51560 2.92545
H 1.84898 4.33689 2.52946
H 2.54884 1.99810 1.27968
H 0.06095 -3.04237 3.23537
H -1.19997 -2.59654 5.62436
H -2.40349 -0.72736 6.64606
H -3.49286 0.03853 5.48385
H -2.01917 0.87786 6.01989
H -2.59535 -1.23551 -1.26359
H -4.98841 0.02474 -0.84916
H -5.80867 1.76405 0.68053
H -4.60564 2.75236 1.51548
H -5.31891 1.34031 2.32575
C 4.13701 2.99970 -1.98100
C 2.86314 3.46724 -1.67981
C 1.81566 2.57347 -1.51144
C 2.04423 1.20664 -1.65262
C 3.32817 0.73462 -1.91496
C 4.36993 1.63578 -2.08978
As 0.57121 -0.04877 -1.53325
C 1.14690 -1.58999 -2.51726
C 0.87699 -2.86188 -2.01815
C 1.23563 -3.98307 -2.75507
C 1.87765 -3.82753 -3.97472
C 2.14573 -2.55579 -4.47349
C 1.77118 -1.43219 -3.75440
C -0.85511 0.72340 -2.57329
C -1.25146 0.12084 -3.76042
C -2.24541 0.71347 -4.53104
C -2.83922 1.89666 -4.11702
C -2.46368 2.48074 -2.91119
C -1.48354 1.88812 -2.13290
H 4.94838 3.69942 -2.13350
H 2.68245 4.53074 -1.58829
H 0.82865 2.95400 -1.29200
H 3.52354 -0.32649 -1.99793
H 5.36115 1.27069 -2.32467
H 0.37665 -2.98398 -1.06327
H 1.00857 -4.97316 -2.38105
H 2.16803 -4.69990 -4.54606
H 2.64396 -2.44048 -5.42697
H 1.96046 -0.44471 -4.15515
H -0.79667 -0.80169 -4.09416
H -2.54882 0.24918 -5.46025
H -3.59837 2.36386 -4.73053
H -2.93213 3.40138 -2.58646
H -1.22103 2.33279 -1.17862
Te 2.43565 -1.49835 1.09235
C 2.64987 -3.53816 0.93779
C 3.32683 -4.20538 -0.04639
C 3.50695 -5.57160 0.27902
C 2.99955 -5.88992 1.50291
S 2.28222 -4.55722 2.27357
H 3.67125 -3.74580 -0.96348
H 4.00092 -6.28828 -0.36057
H 3.02145 -6.85139 1.99497
```

Results of the Löwdin charge analysis, in e, for atoms 1 through 2: 1.066 0.017